Version w
Molecular formula: CH2N2O2S
Method: DFT, ωB97M-V/def2-TZVPD

Values from the calculation:
HOMO-LUMO gap = 10.8 eV
E_LUMO = -0.006 Eh
Net charge = 0

```
8
Properties=species:S:1:pos:R:3:mulliken_charge:R:1
C 1.491 -1.046 0.012 0.5416
N 2.218 -1.736 0.566 -0.3945
N -1.580 0.536 -0.042 -0.5453
O 0.783 -0.305 -0.756 -0.4631
O 0.463 1.261 1.185 -0.4453
S -0.002 1.189 -0.165 0.6856
H -1.412 -0.426 0.169 0.3121
H -1.962 0.527 -0.969 0.3089
```

=====

Version x
Molecular formula: CH2N2O2S
Method: DFT, ωB97M-V/def2-TZVPD

Values from the calculation:
HOMO-LUMO gap (spin up / spin down) = 9.2 / 9.2 eV
E_LUMO (spin up / spin down) = -0.064 / -0.064 Eh
Net charge = 0

```
8
Properties=species:S:1:pos:R:3:mulliken_charge:R:1
C 0.753 0.707 1.618 -0.0653
N 1.281 1.643 1.988 -0.3322
N -0.791 0.473 -1.227 -0.4546
O 0.256 -2.358 0.892 -0.3346
O -0.165 -0.733 -0.864 -0.1580
S -0.476 -1.158 0.721 0.7522
H -0.091 1.154 -0.915 0.3000
H -0.769 0.272 -2.213 0.2924
```

=====

Which is most stable, and by how much? version w, by 65.6 kcal/mol.

=====

Version w
Molecular formula: CH2N2O2S
Method: DFT, ωB97M-V/def2-TZVPD

Values from the calculation:
HOMO-LUMO gap = 10.7 eV
E_LUMO = 0.007 Eh
Net charge = 0

```
8
Properties=species:S:1:pos:R:3:mulliken_charge:R:1
C 0.654 -0.855 -1.841 0.0921
N -1.134 0.146 0.319 -0.7115
N -0.041 0.405 0.862 1.0618
O 0.704 -0.745 0.884 -0.4171
O 0.398 1.399 1.382 -0.6176
S 1.239 0.205 -2.685 -0.0925
H 0.030 -1.489 0.836 0.4397
H -1.849 0.934 0.243 0.2452
```

=====

Version x
Molecular formula: CH2N2O2S
Method: DFT, ωB97M-V/def2-TZVPD

Values from the calculation:
HOMO-LUMO gap = 10.4 eV
E_LUMO = 0.008 Eh
Net charge = 0
SMILES = O=[N+]([O-])/N=C/S

```
8
Properties=species:S:1:pos:R:3:mulliken_charge:R:1
C 0.368 0.280 -0.793 0.2575
N -0.143 0.014 0.319 -0.3663
N -0.533 -1.136 0.966 0.9153
O 0.310 -1.782 1.479 -0.5315
O -1.699 -1.273 1.130 -0.5362
S 0.825 1.867 -1.223 -0.1680
H 0.571 -0.405 -1.774 0.2472
H 0.302 2.435 -0.103 0.1820
```

=====

Version y
Molecular formula: CH2N2O2S
Method: DFT, ωB97M-V/def2-TZVPD

Values from the calculation:
HOMO-LUMO gap (spin up / spin down) = 8.1 / 7.8 eV
E_LUMO (spin up / spin down) = -0.021 / -0.027 Eh
Net charge = 0

```
8
Properties=species:S:1:pos:R:3:mulliken_charge:R:1
C 0.048 -0.653 0.989 0.5485
N 0.409 -0.445 -0.309 -0.3537
N -0.590 0.388 0.337 -0.3999
O 2.055 -2.763 1.931 -0.4760
O -0.308 -1.688 1.794 -0.2773
S 1.237 -1.673 2.544 0.4003
H -0.062 -1.083 -0.925 0.2486
H -0.205 1.390 0.511 0.3095
```

=====

Version z
Molecular formula: CH2N2O2S
Method: DFT, ωB97M-V/def2-TZVPD

Values from the calculation:
HOMO-LUMO gap = 10.7 eV
E_LUMO = 0.026 Eh
Net charge = 0
SMILES = O=C=O.N#N.S

```
8
Properties=species:S:1:pos:R:3:mulliken_charge:R:1
C 4.299 1.190 0.748 0.7204
N 4.940 -1.502 -0.805 -0.1539
N 5.171 -0.471 -0.631 0.1312
O 4.860 0.787 1.668 -0.3735
O 3.862 1.744 -0.128 -0.3128
S 0.523 -0.527 -0.347 -0.2797
H 0.252 0.180 -1.397 0.1457
H -0.218 0.009 0.483 0.1226
```

=====

Which is most stable, and by how much? version z, by 130.9 kcal/mol.

=====

Version w
Molecular formula: C5H13N3
Method: DFT, ωB97M-V/def2-TZVPD

Values from the calculation:
HOMO-LUMO gap = 8.5 eV
E_LUMO = 0.033 Eh
Net charge = 0
SMILES = C/C(N)=C(/N)N(C)C

```
21
Properties=species:S:1:pos:R:3:mulliken_charge:R:1
C -1.654 -0.217 -1.275 -1.0377
C -1.850 -0.326 1.116 -0.9939
C 1.564 -1.628 -0.270 -1.2349
N -0.967 -0.433 -0.022 0.0401
C 1.316 -0.178 -0.091 0.4674
C 0.297 0.596 0.127 0.1903
N 0.044 1.938 0.315 -0.4738
N 2.654 0.659 -0.108 -0.6063
H -0.884 2.167 0.645 0.1673
H 0.645 2.699 0.603 0.1903
H 3.233 0.476 0.704 0.1755
H 2.517 1.655 -0.230 0.2148
H -2.114 0.785 -1.351 0.3521
H -0.945 -0.329 -2.094 0.2757
H -2.364 0.651 1.188 0.3248
H -2.631 -1.089 1.051 0.3254
H -1.284 -0.478 2.035 0.3016
H -2.456 -0.953 -1.395 0.3594
H 2.313 -1.782 -1.044 0.3651
H 0.652 -2.139 -0.566 0.3354
H 1.916 -2.075 0.661 0.2616
```

=====

Version x
Molecular formula: C5H13N3
Method: DFT, ωB97M-V/def2-TZVPD

Values from the calculation:
HOMO-LUMO gap = 9.6 eV
E_LUMO = 0.031 Eh
Net charge = 0
SMILES = [H]/N=C/C(C)(C)N(C)N

```
21
Properties=species:S:1:pos:R:3:mulliken_charge:R:1
C -0.373 -0.197 -0.073 1.5606
C 2.020 0.535 0.076 -0.8859
C -0.446 -0.559 1.420 -1.5381
C -1.768 0.290 -0.540 -1.8812
N 0.667 0.820 -0.422 0.0185
N 0.329 2.163 0.035 -0.7071
C -0.158 -1.514 -0.848 -0.5584
N 0.964 -1.952 -1.326 -0.5559
H -0.071 2.178 0.974 0.2580
H -0.340 2.608 -0.596 0.2602
H 0.823 -2.861 -1.779 0.2676
H -1.046 -2.165 -0.953 0.3381
H 2.413 -0.425 -0.263 0.3203
H 2.721 1.288 -0.309 0.3233
H 2.081 0.563 1.170 0.3375
H -1.205 -1.332 1.598 0.4086
H -0.711 0.306 2.037 0.3182
H 0.500 -0.970 1.790 0.4126
H -1.760 0.546 -1.607 0.4216
H -2.112 1.165 0.021 0.4008
H -2.529 -0.488 -0.406 0.4806
```

=====

Version y
Molecular formula: C5H13N3
Method: DFT, ωB97M-V/def2-TZVPD

Values from the calculation:
HOMO-LUMO gap = 9.2 eV
E_LUMO = 0.029 Eh
Net charge = 0
SMILES = [H]/N=C\N(C)C.[H]/N=C\C

```
21
Properties=species:S:1:pos:R:3:mulliken_charge:R:1
C 0.607 1.195 -1.194 -1.1295
C 0.086 1.502 1.164 -1.3653
N -0.192 0.718 -0.052 0.1564
C -1.607 0.461 -0.332 0.1019
N -2.636 0.831 0.336 -0.7281
H -2.394 1.116 1.284 0.2628
H -1.742 0.111 -1.362 0.4149
H 1.670 1.180 -0.942 0.3390
H 0.319 2.210 -1.476 0.3790
H 0.452 0.548 -2.059 0.3417
H -0.413 2.472 1.116 0.4220
H -0.280 0.971 2.042 0.4480
H 1.161 1.625 1.295 0.3380
C 0.748 -2.043 -0.758 -1.3267
C 0.201 -1.372 0.479 0.7198
N 0.777 -1.472 1.635 -0.7425
H 1.609 -2.060 1.585 0.2133
H -1.038 -1.349 0.391 0.1045
H 0.073 -1.915 -1.606 0.3083
H 1.730 -1.621 -0.987 0.3078
H 0.871 -3.109 -0.562 0.4347
```

=====

Version z
Molecular formula: C5H13N3
Method: DFT, ωB97M-V/def2-TZVPD

Values from the calculation:
HOMO-LUMO gap = 8.6 eV
E_LUMO = 0.036 Eh
Net charge = 0

```
21
Properties=species:S:1:pos:R:3:mulliken_charge:R:1
C 2.598 -1.450 0.297 -0.2021
C -2.723 0.441 0.280 0.0488
C -2.385 1.824 -0.131 -0.7258
C 0.954 -0.535 1.684 -0.6558
C 1.086 -0.042 -1.891 -0.8329
N -1.954 -0.560 0.165 -0.7661
N 1.467 -0.786 0.336 0.5020
N 0.823 -0.032 -0.468 -0.7773
H 3.052 -1.891 -0.625 0.1921
H 3.042 -1.818 1.192 0.1869
H -3.602 0.186 0.950 0.3493
H -2.196 2.414 0.898 0.1876
H -3.292 2.185 -0.549 0.3495
H -1.496 1.804 -0.841 0.1800
H -0.251 -0.606 1.518 0.1924
H 1.280 -1.370 2.325 0.3341
H 1.308 0.466 2.069 0.2438
H 1.255 1.117 -2.093 0.2225
H 2.019 -0.510 -2.169 0.4300
H 0.197 -0.408 -2.502 0.1827
H -1.180 -0.429 -0.443 0.3584
```

=====

Which is most stable, and by how much? version x, by 9.8 kcal/mol.

=====

Version w
Molecular formula: C7H16
Method: DFT, ωB97M-V/def2-TZVPD

Values from the calculation:
HOMO-LUMO gap = 8.4 eV
E_LUMO = 0.033 Eh
Net charge = 0

```
23
Properties=species:S:1:pos:R:3:mulliken_charge:R:1
C -1.943 -1.354 1.235 -1.2362
C -0.921 -0.237 1.439 -0.5440
C -0.565 0.519 0.147 0.7185
C 0.182 1.825 0.463 -1.5980
C 0.022 -0.388 -0.921 -0.1384
C 2.110 -0.800 -0.218 -1.1775
C 0.318 0.279 -2.241 -1.3486
H -2.895 -0.947 0.876 0.3102
H -2.142 -1.892 2.169 0.3767
H -1.582 -2.068 0.490 0.2987
H -1.305 0.481 2.175 0.3537
H 0.000 -0.651 1.872 0.2240
H -1.522 0.805 -0.331 0.3235
H -0.430 2.477 1.096 0.4478
H 1.112 1.616 1.004 0.3007
H 0.436 2.389 -0.441 0.3647
H 0.898 -1.175 -0.545 0.2904
H 2.674 -1.541 -0.798 0.3508
H 2.468 0.201 -0.440 0.3430
H 2.183 -1.019 0.851 0.3054
H 0.900 -0.377 -2.894 0.3568
H -0.655 0.430 -2.732 0.3823
H 0.809 1.264 -2.204 0.2955
```

=====

Version x
Molecular formula: C7H16
Method: DFT, ωB97M-V/def2-TZVPD

Values from the calculation:
HOMO-LUMO gap = 11.8 eV
E_LUMO = 0.042 Eh
Net charge = 0
SMILES = CC[C@@H](C)C(C)C

```
23
Properties=species:S:1:pos:R:3:mulliken_charge:R:1
C 2.279 0.207 -0.943 -1.2617
C 1.615 0.032 0.424 -0.6668
C 0.228 -0.644 0.430 0.4337
C -0.289 -0.724 1.871 -1.6231
C -0.761 -0.017 -0.585 0.6866
C -0.842 1.526 -0.546 -1.3810
C -2.151 -0.662 -0.566 -1.8812
H 2.339 -0.741 -1.492 0.2954
H 3.302 0.581 -0.823 0.4025
H 1.745 0.927 -1.572 0.2441
H 2.276 -0.572 1.061 0.4142
H 1.550 1.014 0.915 0.2768
H 0.374 -1.682 0.087 0.3322
H 0.456 -1.224 2.504 0.4352
H -0.479 0.268 2.302 0.2860
H -1.213 -1.307 1.942 0.4001
H -0.341 -0.275 -1.569 0.3706
H -0.445 1.886 -1.497 0.2742
H -1.868 1.907 -0.459 0.4249
H -0.244 1.979 0.253 0.3000
H -2.770 -0.218 -1.357 0.4773
H -2.078 -1.739 -0.765 0.3866
H -2.684 -0.522 0.384 0.3735
```

=====

Which is most stable, and by how much? version x, by 91.5 kcal/mol.

=====

Version w
Molecular formula: CH5NO2Si
Method: DFT, ωB97M-V/def2-TZVPD

Values from the calculation:
HOMO-LUMO gap = 9.6 eV
E_LUMO = -0.003 Eh
Net charge = 0
SMILES = C[SiH2][N+](=O)[O-]

```
10
Properties=species:S:1:pos:R:3:mulliken_charge:R:1
C -0.371 0.352 0.626 -1.0469
N -1.033 -2.160 -1.144 0.6089
O -2.035 -1.791 -1.743 -0.4969
O -0.798 -3.312 -0.860 -0.5495
Si 0.351 -0.540 -0.884 0.5096
H -1.491 0.116 0.698 0.2896
H -0.061 0.075 1.569 0.3977
H -0.296 1.361 0.585 0.3863
H 1.666 -1.337 -1.214 -0.0503
H -0.304 0.147 -1.995 -0.0485
```

=====

Version x
Molecular formula: CH5NO2Si
Method: DFT, ωB97M-V/def2-TZVPD

Values from the calculation:
HOMO-LUMO gap = 10.1 eV
E_LUMO = -0.025 Eh
Net charge = 0

```
10
Properties=species:S:1:pos:R:3:mulliken_charge:R:1
C 0.952 -0.142 -0.621 -0.6689
N 2.233 -0.270 -0.021 0.8469
O 2.978 0.683 -0.158 -0.5314
O 2.484 -1.259 0.634 -0.4919
Si -0.464 0.117 0.632 0.4236
H 0.974 0.468 -1.513 0.4134
H 0.632 -1.750 -1.209 0.2623
H -0.375 -0.953 1.617 -0.0702
H -0.292 1.430 1.261 -0.0899
H -1.686 0.078 -0.165 -0.0937
```

=====

Which is most stable, and by how much? version w, by 51.0 kcal/mol.

=====

Version w
Molecular formula: CH5NO2Si
Method: DFT, ωB97M-V/def2-TZVPD

Values from the calculation:
HOMO-LUMO gap = 10.4 eV
E_LUMO = -0.025 Eh
Net charge = 0

```
10
Properties=species:S:1:pos:R:3:mulliken_charge:R:1
C -1.415 0.590 0.177 -0.9705
N 1.615 -0.022 -0.059 0.8307
O 1.708 0.948 -0.848 -0.5243
O 2.607 -0.587 0.369 -0.5317
Si 0.014 -0.709 0.062 0.2807
H -1.080 1.339 -0.669 0.2698
H -2.423 0.363 0.146 0.3921
H -1.310 1.305 1.032 0.3166
H 0.101 -1.772 -1.584 -0.0160
H 0.183 -1.454 1.373 -0.0473
```

=====

Version x
Molecular formula: CH5NO2Si
Method: DFT, ωB97M-V/def2-TZVPD

Values from the calculation:
HOMO-LUMO gap (spin up / spin down) = 8.4 / 9.4 eV
E_LUMO (spin up / spin down) = -0.090 / -0.040 Eh
Net charge = 0

```
10
Properties=species:S:1:pos:R:3:mulliken_charge:R:1
C -0.671 0.331 -0.092 -0.5964
N -0.311 -0.226 -1.280 0.8823
O -1.230 -0.386 -2.078 -0.5351
O 0.892 -0.417 -1.516 -0.5505
Si 0.884 0.505 0.945 0.3669
H -1.583 0.781 -0.096 0.5930
H -1.692 -1.772 0.416 0.0872
H 0.524 0.730 2.479 -0.1024
H 1.242 -0.862 0.945 -0.0826
H 1.945 1.317 0.277 -0.0625
```

=====

Which is most stable, and by how much? version w, by 87.8 kcal/mol.